Here is a structure of composition C40H110N10O10 at a distorted geometry from the Open Molecules 2025 dataset. Energies are from ωB97M-V/def2-TZVPD.

Output
- Total charge: 0
- Gap between HOMO and LUMO: 7.8 eV
- Energy above the lowest of the compared OMol25 structures with the same formula, charge and spin: 39.576 eV
- Largest force on an atom: 8.93 eV Å⁻¹

Last column: Löwdin charge in e.
Geometry (Å):
C 3.089 -0.691 -1.254  -0.029
C 3.485 -1.777 -2.277  -0.388
C 2.939 -1.591 -3.711  -0.178
O 1.565 -1.410 -3.891  -0.168
C 1.133 -0.131 -4.403  -0.142
N 4.945 -1.895 -2.189  0.034
H 2.000 -0.654 -1.227  0.063
H 3.503 0.224 -1.678  0.099
H 3.446 -0.986 -0.267  0.040
H 3.146 -2.750 -1.920  0.126
H 3.172 -2.523 -4.225  0.120
H 3.490 -0.998 -4.441  0.126
H 1.716 0.110 -5.292  0.118
H 1.220 0.682 -3.682  0.080
H 0.099 -0.122 -4.749  0.083
H 5.169 -2.468 -1.387  0.072
H 5.378 -2.347 -2.981  0.064
C -3.187 3.283 1.495  -0.054
C -2.124 4.038 0.669  -0.349
C -1.411 3.190 -0.400  -0.197
O -0.043 3.277 -0.143  -0.157
C 0.762 2.797 -1.248  -0.111
N -2.658 5.272 0.057  0.047
H -2.654 2.561 2.114  0.026
H -3.888 2.716 0.881  0.094
H -3.880 3.929 2.035  0.090
H -1.315 4.363 1.322  0.103
H -1.547 3.683 -1.362  0.122
H -1.789 2.173 -0.502  0.063
H 0.747 3.540 -2.045  0.107
H 0.310 1.855 -1.559  0.075
H 1.774 2.645 -0.871  0.069
H -3.126 4.935 -0.772  0.063
H -1.890 5.883 -0.182  0.074
C -2.961 -5.654 -5.806  -0.084
C -4.128 -4.799 -5.343  -0.417
C -3.603 -3.721 -4.300  -0.164
O -2.660 -2.761 -4.851  -0.125
C -2.345 -1.728 -3.855  -0.143
N -4.787 -4.240 -6.500  0.022
H -3.266 -6.347 -6.591  0.068
H -2.574 -6.367 -5.079  0.072
H -2.120 -5.092 -6.213  0.081
H -4.888 -5.382 -4.823  0.134
H -3.183 -4.386 -3.545  0.110
H -4.406 -3.117 -3.878  0.120
H -1.542 -1.094 -4.231  0.061
H -2.048 -2.023 -2.848  0.023
H -3.208 -1.095 -3.649  0.147
H -4.129 -3.772 -7.106  0.069
H -5.123 -4.977 -7.103  0.064
C -2.660 5.780 4.722  -0.074
C -1.618 4.727 4.603  -0.407
C -2.202 3.275 4.352  -0.150
O -1.098 2.428 4.025  -0.150
C -1.360 1.060 3.807  -0.141
N -0.684 5.084 3.522  0.045
H -3.515 5.417 5.292  0.079
H -2.979 6.100 3.729  0.077
H -2.106 6.617 5.147  0.080
H -0.941 4.730 5.456  0.129
H -2.915 3.270 3.528  0.067
H -2.696 2.864 5.232  0.126
H -0.396 0.556 3.738  -0.038
H -2.061 1.022 2.974  0.078
H -1.936 0.594 4.606  0.127
H -0.624 4.294 2.896  0.037
H 0.238 5.326 3.856  0.071
C -1.740 1.479 -3.908  -0.036
C -0.291 1.725 -4.450  -0.337
C -0.122 2.932 -5.467  -0.142
O 0.954 2.711 -6.375  -0.161
C 2.301 2.651 -5.936  -0.106
N 0.452 2.031 -3.213  -0.085
H -2.266 2.417 -3.730  0.088
H -1.839 1.063 -2.905  0.075
H -2.275 0.876 -4.642  0.093
H 0.210 0.870 -4.904  0.017
H -0.253 3.919 -5.023  0.122
H -1.059 2.851 -6.018  0.115
H 2.759 3.552 -5.529  0.089
H 2.813 2.521 -6.889  0.097
H 2.539 1.835 -5.254  0.059
H 1.344 2.319 -3.591  0.093
H 0.035 2.853 -2.800  0.036
C 3.958 3.628 -0.473  -0.060
C 3.227 3.267 0.765  -0.464
C 3.893 2.196 1.636  -0.189
O 3.640 0.911 1.208  -0.186
C 2.390 0.418 1.524  -0.198
N 3.233 4.407 1.622  0.051
H 4.388 2.775 -0.999  0.086
H 4.625 4.474 -0.308  0.087
H 3.323 4.058 -1.249  0.066
H 2.238 2.897 0.494  0.087
H 3.598 2.322 2.678  0.120
H 4.974 2.301 1.726  0.136
H 1.626 0.778 0.834  0.095
H 2.182 0.717 2.552  0.089
H 2.426 -0.659 1.363  -0.048
H 2.759 5.186 1.186  0.081
H 2.606 4.121 2.360  0.068
C -2.118 -2.906 -1.121  -0.042
C -2.915 -3.645 -0.002  -0.401
C -4.406 -3.360 0.102  -0.177
O -4.934 -3.415 1.412  -0.163
C -4.288 -2.660 2.400  -0.119
N -2.702 -5.075 0.019  0.043
H -2.297 -1.874 -0.821  0.075
H -2.558 -2.991 -2.114  0.051
H -1.034 -3.006 -1.164  0.112
H -2.404 -3.269 0.885  0.103
H -5.012 -4.142 -0.354  0.133
H -4.544 -2.437 -0.462  0.125
H -4.994 -2.558 3.223  0.090
H -4.048 -1.637 2.111  0.100
H -3.501 -3.205 2.921  0.050
H -3.243 -5.367 0.821  0.069
H -1.739 -5.375 0.063  0.069
C 2.929 -0.403 5.347  -0.048
C 1.867 -0.647 4.290  -0.362
C 0.869 -1.756 4.633  -0.157
O -0.180 -1.804 3.686  -0.312
C -1.243 -2.712 3.974  -0.051
N 1.116 0.622 4.058  0.036
H 3.380 -1.277 5.818  0.096
H 2.474 0.052 6.226  0.088
H 3.724 0.311 5.132  0.088
H 2.311 -0.936 3.337  0.086
H 0.428 -1.665 5.626  0.144
H 1.457 -2.668 4.527  0.078
H -1.744 -3.143 3.107  0.056
H -1.901 -2.071 4.560  0.099
H -0.908 -3.553 4.581  0.095
H 0.760 0.887 4.965  0.112
H 0.391 0.240 3.468  -0.071
C 2.398 -2.117 1.406  -0.098
C 2.711 -3.131 2.446  -0.311
C 3.702 -2.632 3.564  -0.155
O 5.100 -2.382 3.170  -0.154
C 5.315 -0.945 2.969  -0.069
N 1.428 -3.551 3.031  0.014
H 1.654 -1.375 1.698  0.050
H 2.048 -2.625 0.507  0.117
H 3.222 -1.580 0.935  0.067
H 3.120 -3.985 1.905  0.138
H 3.803 -3.431 4.298  0.128
H 3.390 -1.773 4.158  0.030
H 4.648 -0.425 2.281  0.070
H 6.327 -0.676 2.668  0.087
H 5.416 -0.399 3.907  0.074
H 1.467 -4.066 3.899  0.088
H 1.101 -4.238 2.368  0.100
C -0.165 -0.113 2.117  -0.093
C -0.577 0.393 0.726  -0.291
C -0.488 -0.610 -0.469  -0.191
O -0.748 -0.003 -1.688  -0.144
C -0.691 -0.849 -2.855  -0.172
N -1.951 0.813 0.804  0.067
H 0.887 -0.394 2.174  0.044
H -0.694 -1.034 2.364  0.123
H -0.259 0.734 2.797  0.023
H 0.137 1.167 0.446  0.096
H -1.093 -1.479 -0.211  0.066
H 0.494 -1.055 -0.628  0.102
H 0.339 -1.165 -3.018  0.085
H -1.071 -0.262 -3.691  0.014
H -1.296 -1.741 -3.017  -0.041
H -2.160 1.400 0.009  0.010
H -2.211 1.172 1.712  0.011


Here is a cluster of 2 separate species, C4H12ClNSi in total at a distorted geometry from the Open Molecules 2025 dataset. Energies are from ωB97M-V/def2-TZVPD.

Output
- Total charge: 0
- Gap between HOMO and LUMO: 6.4 eV
- Energy above the lowest of the compared OMol25 structures with the same formula, charge and spin: 4.787 eV
- Largest force on an atom: 2.67 eV Å⁻¹

Last column: natural (NBO) charge in e.
Geometry (Å):
C 2.921 0.548 1.020  -0.622
C -1.222 0.401 -1.342  -0.422
C -2.490 -1.157 0.102  -0.415
C 1.709 0.323 0.113  -1.049
N -1.232 -0.377 -0.088  -0.885
Si 0.115 -0.206 0.848  1.750
Cl 0.671 3.041 -1.245  -0.829
H 3.432 1.399 0.563  0.254
H 2.682 0.944 1.982  0.212
H 3.398 -0.426 1.346  0.216
H -2.103 1.050 -1.437  0.216
H -0.308 0.918 -1.461  0.267
H -1.473 -0.360 -2.062  0.179
H -3.292 -0.420 0.300  0.210
H -2.765 -1.693 -0.886  0.213
H -2.518 -1.886 0.965  0.219
H 1.897 -0.211 -0.870  0.277
H 1.373 1.363 -0.293  0.362
H -0.204 0.082 2.384  -0.154


Here is the molecule C4H5NO at a distorted geometry from the Open Molecules 2025 dataset. Energies are from ωB97M-V/def2-TZVPD.

Output
- SMILES string: C[C@H](C#N)C=O
- Total charge: 0
- Gap between HOMO and LUMO: 11.1 eV
- Energy above the lowest of the compared OMol25 structures with the same formula, charge and spin: 0.832 eV
- Largest force on an atom: 1.16 eV Å⁻¹

Last column: natural (NBO) charge in e.
Geometry (Å):
C 0.333 -1.272 -0.146  -0.596
C -0.459 -0.001 0.162  -0.415
C -0.788 0.727 -1.078  0.271
N -0.868 1.378 -2.032  -0.295
C 0.332 1.101 0.870  0.453
O 1.528 1.097 0.978  -0.487
H -0.328 -2.020 -0.593  0.224
H 1.136 -1.043 -0.849  0.235
H 0.781 -1.698 0.756  0.229
H -1.363 -0.222 0.747  0.257
H -0.303 1.954 1.186  0.125


Here is a structure of composition C39H48HgP2Si at a distorted geometry from the Open Molecules 2025 dataset. Energies are from ωB97M-V/def2-TZVPD.

Output
- Total charge: 0
- Gap between HOMO and LUMO: 8.2 eV
- Energy above the lowest of the compared OMol25 structures with the same formula, charge and spin: 0.436 eV
- Largest force on an atom: 2.12 eV Å⁻¹

Last column: Löwdin charge in e.
Geometry (Å):
Hg 2.059 -1.697 -2.590  1.028
C -2.719 0.343 0.375  -0.116
C -2.857 0.136 -0.947  -0.120
C -3.251 1.066 -2.046  -0.204
C -2.242 2.193 -2.414  -0.183
C -1.115 2.567 -1.467  -0.114
C -1.337 3.094 -0.265  -0.117
C -2.677 2.935 0.400  -0.196
C -2.770 1.618 1.190  -0.179
C 2.856 -0.273 -4.027  -0.345
H -2.668 -0.575 0.984  0.089
H -2.703 -0.877 -1.318  0.080
H -4.214 1.508 -1.753  0.106
H -3.509 0.472 -2.954  0.100
H -1.787 1.903 -3.376  0.100
H -2.864 3.093 -2.575  0.113
H -0.121 2.263 -1.823  0.102
H -0.570 3.617 0.320  0.108
H -3.457 2.930 -0.366  0.095
H -2.894 3.790 1.058  0.111
H -1.968 1.578 1.941  0.105
H -3.684 1.631 1.822  0.120
H 3.757 0.176 -3.595  -0.047
H 2.100 0.486 -4.276  -0.041
H 3.139 -0.740 -4.978  -0.059
P 0.245 -2.394 -7.462  1.019
P 2.356 0.363 -8.110  1.021
C -0.277 -0.742 -8.069  -0.347
C 0.562 0.249 -8.482  -0.360
C -0.399 -3.417 -8.885  -0.387
C -1.473 -3.042 -9.709  -0.100
C -1.782 -3.801 -10.844  -0.087
C -1.054 -4.959 -11.146  -0.090
C -0.027 -5.383 -10.286  -0.092
C 0.303 -4.617 -9.164  -0.112
C -1.046 -2.564 -6.171  -0.397
C -0.982 -1.654 -5.096  -0.114
C -1.910 -1.740 -4.058  -0.092
C -2.940 -2.688 -4.114  -0.082
C -3.025 -3.563 -5.201  -0.084
C -2.070 -3.516 -6.219  -0.089
C 2.846 0.875 -9.867  -0.359
C 2.491 0.014 -10.933  -0.112
C 2.836 0.333 -12.249  -0.092
C 3.550 1.511 -12.514  -0.098
C 3.906 2.369 -11.463  -0.091
C 3.573 2.046 -10.143  -0.094
C 2.381 1.968 -7.219  -0.413
C 3.553 2.231 -6.476  -0.134
C 3.663 3.424 -5.764  -0.088
C 2.636 4.376 -5.815  -0.086
C 1.508 4.146 -6.607  -0.082
C 1.383 2.945 -7.308  -0.091
H -1.368 -0.597 -8.182  0.075
H 0.169 1.052 -9.141  0.081
H -2.082 -2.164 -9.489  0.097
H -2.603 -3.493 -11.493  0.102
H -1.290 -5.538 -12.046  0.103
H 0.513 -6.314 -10.508  0.105
H 1.110 -4.958 -8.506  0.097
H -0.229 -0.858 -5.101  0.091
H -1.821 -1.052 -3.213  0.064
H -3.674 -2.728 -3.309  0.103
H -3.848 -4.274 -5.262  0.103
H -2.153 -4.184 -7.074  0.098
H 1.939 -0.911 -10.737  0.099
H 2.568 -0.341 -13.072  0.104
H 3.840 1.746 -13.541  0.100
H 4.461 3.284 -11.682  0.102
H 3.881 2.720 -9.339  0.099
H 4.372 1.505 -6.476  0.102
H 4.557 3.608 -5.166  0.104
H 2.710 5.294 -5.234  0.101
H 0.716 4.892 -6.686  0.103
H 0.524 2.778 -7.951  0.090
C 2.393 -2.603 1.374  -0.195
Si 1.043 -1.432 0.757  0.382
C -0.406 -1.318 1.978  -0.190
C 1.698 0.339 0.803  -0.197
C 0.456 -1.756 -1.040  -0.443
H 2.741 -2.314 2.379  0.031
H 3.274 -2.575 0.712  0.022
H 2.045 -3.643 1.466  0.029
H 0.039 -1.147 2.971  0.032
H -1.044 -0.445 1.769  -0.018
H -1.049 -2.210 2.020  0.035
H 2.611 0.405 0.203  0.018
H 1.003 1.139 0.504  0.018
H 1.943 0.379 1.872  0.023
H -0.044 -2.745 -0.904  -0.029
H -0.273 -0.990 -1.422  -0.042


Number 1: HOMO energy -0.27636 Ha. Number 2: HOMO energy -0.29174 Ha. Number 3: HOMO energy -0.38894 Ha. Number 4: HOMO energy -0.29360 Ha.